[1]
116
Properties=species:S:1:pos:R:3 method="wB97M-V/def2-TZVPD" smiles="CN(C)P(=O)(N(C)C)N(C)C.CN(C)P(=O)(N(C)C)N(C)C.CN(C)P(=O)(N(C)C)N(C)C.CN(C)P(=O)(N(C)C)N(C)C" e_lumo_ev=0.4 fmax_ha_per_bohr=0.0840 multiplicity=1 orbital_gap_ha=0.311 e_above_lowest_kj_mol=651.59
C 23.88288 -16.36553 33.50686
N 22.41405 -16.40508 33.74044
C 21.77896 -17.72696 33.64355
P 21.94048 -15.06357 34.71626
O 22.84431 -14.94196 35.92930
N 22.16566 -13.78923 33.56751
C 22.43501 -12.49178 34.05972
C 21.92589 -13.89936 32.13299
N 20.24975 -15.07769 35.05386
C 19.65580 -14.23620 36.09734
C 19.29837 -15.96050 34.33138
H 24.26492 -15.39692 33.18446
H 24.13486 -16.96021 32.62881
H 24.46423 -16.66566 34.37868
H 20.81791 -17.68648 33.13086
H 21.79093 -18.13487 34.65427
H 22.38725 -18.36957 33.00705
H 22.99146 -11.95233 33.29326
H 21.47464 -11.98486 34.15355
H 22.95328 -12.48579 35.01860
H 22.49702 -13.26583 31.45435
H 22.19992 -14.91537 31.84887
H 20.85111 -13.72179 32.09536
H 20.23661 -13.33140 36.27647
H 18.72774 -13.91662 35.62333
H 19.39222 -14.64922 37.07102
H 19.26833 -15.95843 33.24179
H 18.32466 -15.76458 34.78034
H 19.55542 -16.99705 34.54955
C 19.74629 -5.93104 22.35638
N 19.13098 -6.50263 23.53027
C 19.92841 -7.67042 23.94059
P 17.54188 -6.14699 24.07663
O 17.39707 -5.93083 25.56891
N 17.14362 -4.67737 23.30645
C 17.33282 -3.41041 23.84557
C 16.77682 -4.78632 21.90594
N 16.53263 -7.37236 23.26728
C 16.76202 -7.91906 21.91410
C 15.43335 -7.94127 24.05372
H 19.40411 -4.91206 22.17554
H 19.38821 -6.61824 21.58982
H 20.83238 -6.00526 22.30143
H 19.45407 -8.61001 23.65728
H 19.92236 -7.69687 25.03024
H 20.93109 -7.71181 23.51510
H 16.92000 -2.63355 23.20203
H 16.95786 -3.47509 24.86700
H 18.38650 -3.13437 23.88624
H 15.83707 -5.31007 21.73083
H 16.47499 -3.82185 21.49751
H 17.56628 -5.10499 21.22528
H 16.23263 -7.34947 21.15029
H 17.80259 -7.70987 21.66602
H 16.61546 -8.99867 21.88187
H 14.88191 -7.13221 24.53272
H 15.68681 -8.63781 24.85288
H 14.71654 -8.50218 23.45399
C 26.22796 -10.10892 28.86631
N 25.56782 -8.81927 29.39086
C 24.42179 -9.08639 30.26814
P 26.16022 -7.24225 29.08485
O 27.35258 -7.35022 28.17896
N 24.82880 -6.41087 28.44540
C 24.19781 -5.15085 29.00991
C 24.33902 -6.65659 27.13514
N 26.51398 -6.42973 30.60208
C 27.87569 -5.92399 30.76185
C 25.58498 -6.27120 31.72783
H 26.33603 -10.82166 29.68388
H 27.15071 -9.93205 28.31373
H 25.73547 -10.62850 28.04437
H 24.01376 -10.09446 30.19474
H 23.60174 -8.41092 30.02453
H 24.78181 -8.96133 31.28935
H 23.32552 -4.81457 28.44942
H 23.90225 -5.22217 30.05664
H 25.08410 -4.51736 28.97430
H 23.27528 -6.54609 26.92450
H 24.86160 -5.96438 26.47494
H 24.64330 -7.60893 26.70091
H 27.91807 -5.36259 31.69520
H 28.52515 -6.79917 30.74282
H 28.13115 -5.28847 29.91394
H 24.55184 -6.31959 31.38380
H 25.79886 -5.29796 32.16957
H 25.57003 -7.08833 32.44906
C 20.91196 -11.38983 29.44735
N 19.84279 -10.54036 30.10376
C 20.34635 -9.88089 31.32318
P 18.22424 -10.37265 29.60545
O 17.28070 -9.57113 30.45713
N 18.45967 -9.81327 27.94457
C 17.78935 -8.61039 27.54743
C 19.09559 -10.67253 26.86531
N 17.74482 -12.04609 29.44947
C 17.97580 -13.04852 30.47219
C 16.84202 -12.50982 28.36208
H 21.82312 -10.83793 29.21651
H 20.44505 -11.90766 28.60952
H 21.24925 -12.04070 30.25401
H 19.63992 -9.10879 31.62803
H 21.40919 -9.70048 31.16224
H 20.28137 -10.56335 32.17061
H 18.46018 -7.82717 27.90050
H 17.68639 -8.45332 26.47373
H 16.83538 -8.51901 28.06675
H 18.88704 -10.34701 25.84618
H 20.15938 -10.43555 26.84837
H 18.69921 -11.68782 26.87827
H 17.83169 -14.03133 30.02340
H 18.96682 -12.96667 30.91861
H 17.04108 -12.98875 31.02970
H 17.25163 -13.41729 27.91845
H 16.32563 -11.77152 27.74861
H 16.02305 -13.01607 28.87308

***

[2]
126
Properties=species:S:1:pos:R:3 method="wB97M-V/def2-TZVPD" smiles="CCOS(C)(=O)=O.CCOS(C)(=O)=O.CCOS(C)(=O)=O.CCOS(C)(=O)=O.CCOS(C)(=O)=O.CCOS(C)(=O)=O.CO.CO.CO.CO.CO.CO" e_lumo_ev=-0.1 fmax_ha_per_bohr=0.0535 multiplicity=1 orbital_gap_ha=0.353 e_above_lowest_kj_mol=251.73
C 3.26862 13.71771 -17.57164
C 1.77731 13.87874 -17.80509
O 1.44957 15.18249 -18.27901
S 0.73897 16.19292 -17.20466
C -0.85449 15.40349 -17.01265
O 1.45256 16.08192 -15.95261
O 0.62041 17.46956 -17.87006
H 3.68055 14.42793 -16.84955
H 3.81900 14.03729 -18.46448
H 3.57315 12.70102 -17.33696
H 1.48789 13.16826 -18.58068
H 1.25373 13.57030 -16.89919
H -1.50005 16.00296 -16.37383
H -0.65101 14.52923 -16.39277
H -1.29991 15.06800 -17.93877
C -9.99030 14.05026 -21.57204
C -9.34296 13.24433 -22.67854
O -8.06084 13.68448 -23.17028
S -6.79052 13.55434 -22.18867
C -6.38174 11.89129 -22.69119
O -5.77585 14.45940 -22.62758
O -7.13626 13.46062 -20.78527
H -11.01325 13.70950 -21.42430
H -10.11965 15.10654 -21.83685
H -9.34587 14.10899 -20.69934
H -9.31981 12.17668 -22.44250
H -9.99096 13.26126 -23.55747
H -5.55332 11.42638 -22.16075
H -6.29098 11.83397 -23.76948
H -7.20119 11.24277 -22.36772
C -5.22819 13.35263 -27.91946
C -5.04806 14.78042 -27.43985
O -3.74230 14.97871 -26.84473
S -3.64685 14.70983 -25.23711
C -4.46971 16.25142 -24.64136
O -4.43371 13.52488 -24.96136
O -2.21572 14.74274 -24.99311
H -5.21701 12.64632 -27.09955
H -4.50904 13.17162 -28.71946
H -6.18908 13.33053 -28.44446
H -5.14837 15.57925 -28.17462
H -5.85214 15.03536 -26.73752
H -5.52706 16.08023 -24.46101
H -4.39015 16.99806 -25.42769
H -3.97926 16.57986 -23.72953
C 0.08394 5.55014 -18.34999
C 0.33311 7.03812 -18.50739
O 0.61493 7.32632 -19.87945
S 0.78619 8.90149 -20.26135
C -0.90202 9.47051 -20.25687
O 1.45054 9.64344 -19.20243
O 1.32120 8.91417 -21.57953
H 1.06590 5.07049 -18.35099
H -0.50919 5.25378 -19.21300
H -0.38530 5.25773 -17.41491
H -0.59219 7.57008 -18.23831
H 1.01150 7.49669 -17.78555
H -1.18412 9.55455 -19.20694
H -1.56706 8.76470 -20.74110
H -0.85180 10.48458 -20.64615
C -3.58190 8.53477 -26.99375
C -3.53858 7.98239 -25.56138
O -2.56901 8.68407 -24.77486
S -2.92173 10.13143 -24.20333
C -2.03276 11.19003 -25.35301
O -4.33023 10.41881 -24.27265
O -2.29641 10.25686 -22.91263
H -4.34713 9.28948 -27.15406
H -3.72991 7.74762 -27.73831
H -2.58211 8.88064 -27.26222
H -4.54594 7.98634 -25.14402
H -3.21750 6.94319 -25.53518
H -2.62245 11.27566 -26.26516
H -1.05152 10.74493 -25.48305
H -2.00104 12.21034 -24.97448
C 0.25074 17.01857 -21.32853
C -0.47966 15.75137 -21.72017
O -1.02210 15.11474 -20.57007
S -1.41254 13.53648 -20.56837
C -3.00629 13.61010 -21.38657
O -0.52210 12.77222 -21.37925
O -1.46201 13.21920 -19.16281
H 1.00197 16.73712 -20.59444
H -0.43997 17.75906 -20.92732
H 0.70111 17.45041 -22.22193
H -1.13959 15.87005 -22.58856
H 0.29021 15.05347 -22.08258
H -2.97598 14.30832 -22.21499
H -3.74694 13.91752 -20.64924
H -3.19059 12.57476 -21.67331
C -3.53213 18.24567 -20.29391
O -4.59318 17.40890 -19.92243
H -3.03244 18.81075 -19.50343
H -2.78891 17.69040 -20.87406
H -3.89256 18.97261 -21.04030
H -5.44837 17.83021 -19.98837
C -5.07048 14.46841 -18.08964
O -3.81870 13.96676 -17.67601
H -5.87613 13.73759 -18.26913
H -5.47198 15.11648 -17.31171
H -5.04833 14.97016 -19.06437
H -3.51674 13.42903 -18.41685
C -0.34677 20.63958 -19.83288
O 0.80394 20.25491 -19.07400
H -1.21852 20.68125 -19.17295
H -0.11227 21.65273 -20.15999
H -0.59035 20.02721 -20.70227
H 0.70273 19.30343 -18.90844
C -2.02679 19.04508 -24.54360
O -0.73906 18.62235 -24.13309
H -2.16187 20.12544 -24.51681
H -2.19547 18.70264 -25.56669
H -2.79211 18.61304 -23.89547
H -0.34899 17.97070 -24.72218
C -4.09775 10.67938 -19.55982
O -4.08074 9.27269 -19.27536
H -4.01355 10.74369 -20.65434
H -5.05274 11.05221 -19.18417
H -3.22197 11.19847 -19.17115
H -4.99384 8.98919 -19.32817
C 2.16011 20.12972 -23.20940
O 1.92178 19.45379 -24.42380
H 1.85627 21.18391 -23.31267
H 1.54347 19.81612 -22.35609
H 3.19286 20.11919 -22.87230
H 0.95904 19.46813 -24.54002

***

[3]
119
Properties=species:S:1:pos:R:3 method="wB97M-V/def2-TZVPD" e_lumo_ev=-0.1 fmax_ha_per_bohr=0.0354 multiplicity=1 orbital_gap_ha=0.341 e_above_lowest_kj_mol=0.00
C 3.20031 2.76899 -2.11011
O 3.76075 2.41480 -3.37664
H 3.78930 2.34725 -1.29138
H 3.15458 3.85484 -2.14726
H 2.17841 2.38913 -1.97655
H 3.72612 1.45086 -3.46457
C 2.55224 -4.13432 -1.33606
O 1.93604 -2.92154 -1.70135
H 2.26349 -4.53724 -0.36201
H 2.36459 -4.88722 -2.11410
H 3.63871 -4.01565 -1.34084
H 0.99744 -2.97756 -1.47888
C -0.78752 -6.07761 -0.85229
C -1.56983 -4.89737 -0.33321
O -0.71970 -3.73843 -0.35202
O 0.03466 -6.60815 0.21465
H -0.14860 -5.82031 -1.69567
H -1.46286 -6.88869 -1.14877
H -1.92937 -5.05618 0.68665
H -2.47447 -4.70979 -0.91061
H -0.19386 -3.76714 0.47097
H 0.66258 -7.18736 -0.22925
C -0.85190 5.12611 0.53283
C 0.59859 4.74929 0.23884
O 1.33484 5.82589 -0.30387
O -1.55242 4.06452 1.16412
H -1.36975 5.36923 -0.39599
H -0.93762 6.02418 1.15738
H 0.62390 3.93608 -0.48987
H 1.09422 4.34544 1.13212
H 1.12101 6.63288 0.17557
H -0.95622 3.65678 1.81127
C -3.96942 1.88645 0.20797
C -4.98045 2.04055 -0.91368
O -4.61395 1.33890 -2.09475
O -4.53793 2.42215 1.39335
H -3.11318 2.52372 -0.06597
H -3.58960 0.87811 0.37160
H -5.23789 3.08390 -1.10456
H -5.91298 1.57047 -0.58736
H -3.75115 1.63622 -2.44169
H -3.87798 2.44722 2.08851
C -2.75511 3.98959 -3.60527
C -1.89796 3.26446 -2.56569
O -2.01214 1.85634 -2.78706
O -2.20639 3.97013 -4.89492
H -2.91045 5.02970 -3.31078
H -3.75627 3.54333 -3.61065
H -2.24263 3.58703 -1.58113
H -0.86160 3.58129 -2.69958
H -1.18089 1.58279 -3.20995
H -2.29845 3.14182 -5.36679
C 2.99153 -3.04281 2.49363
C 1.97985 -4.17059 2.63940
O 0.77100 -3.90820 1.97444
O 2.57046 -1.78005 2.98592
H 3.26276 -2.94464 1.43345
H 3.94693 -3.35113 2.93295
H 1.76272 -4.27330 3.71074
H 2.47017 -5.09366 2.34059
H 0.36526 -3.11452 2.37582
H 3.30785 -1.36059 3.43336
C 1.27501 2.43090 3.93365
C 1.58036 3.85868 4.34758
O 0.51199 4.46171 5.06829
O 0.16249 2.47992 3.00935
H 0.96474 1.74086 4.72285
H 2.13643 1.94441 3.46593
H 1.70188 4.51051 3.47823
H 2.52392 3.85207 4.89129
H -0.28193 4.29785 4.54532
H 0.26762 1.63202 2.53053
C 0.59190 -0.21068 -4.09977
C 1.88153 -0.68114 -3.42724
O 2.97642 -0.24780 -4.26147
O 0.39140 1.17770 -3.91640
H -0.24719 -0.76159 -3.66858
H 0.57920 -0.41166 -5.17496
H 1.92657 -1.76200 -3.27245
H 2.00494 -0.19756 -2.44822
H 3.62919 -0.95211 -4.19322
H 1.07597 1.71497 -4.33243
C -2.98820 -1.55683 -1.63796
C -4.12308 -2.21755 -0.85076
O -5.10135 -1.28076 -0.44384
O -3.38251 -1.23814 -2.95570
H -2.11075 -2.20468 -1.62378
H -2.69636 -0.63850 -1.11991
H -3.73719 -2.76413 0.00572
H -4.61911 -2.91581 -1.53707
H -5.29842 -0.67544 -1.16807
H -3.83664 -0.37988 -2.92570
C 4.05276 -1.80744 -0.62498
C 4.05167 -0.51970 0.15811
O 5.19169 0.24697 -0.23359
H 3.11913 -2.35726 -0.48537
H 4.85181 -2.45674 -0.25684
H 4.26443 -1.68882 -1.68841
H 4.02313 -0.81556 1.21618
H 3.13591 0.07222 0.04138
H 5.34369 0.86324 0.49327
C -1.44673 -0.78332 5.30666
C -0.48447 -1.75259 4.66149
O -0.84755 -2.00992 3.30428
H -1.63198 0.13813 4.75525
H -1.15614 -0.52035 6.32561
H -2.42600 -1.26343 5.42445
H -0.42110 -2.67583 5.24349
H 0.52469 -1.33831 4.67960
H -1.80850 -2.07830 3.28490
C -0.14753 0.74680 -0.23179
C 0.41292 -0.44597 0.51357
O 0.63680 -0.00220 1.85349
H 0.54158 1.59456 -0.23887
H -1.07862 1.10164 0.21210
H -0.38399 0.49533 -1.26670
H 1.35125 -0.84024 0.10636
H -0.31346 -1.26609 0.44314
H 1.08608 -0.70849 2.34700

***

[4]
114
Properties=species:S:1:pos:R:3 method="wB97M-V/def2-TZVPD" e_lumo_ev=0.1 fmax_ha_per_bohr=0.0491 multiplicity=1 orbital_gap_ha=0.371 e_above_lowest_kj_mol=808.93
C -2.43108 6.24420 -2.40155
C -3.50303 6.81267 -3.35984
C -4.53303 7.67631 -2.61712
O -2.75478 7.65979 -4.17769
H -1.60171 5.71921 -2.87552
H -2.89446 5.52116 -1.73030
H -1.98881 6.97038 -1.71953
H -3.99642 6.06857 -3.98513
H -5.18127 7.06857 -1.98583
H -5.10190 8.29638 -3.30994
H -3.94337 8.29686 -1.94234
H -2.18136 7.19402 -4.79076
C 8.98933 2.08180 -3.39346
C 7.72265 2.71174 -2.80099
C 6.62646 2.78146 -3.87085
O 7.22463 1.96163 -1.75199
H 9.79384 2.00426 -2.66213
H 9.32877 2.75364 -4.18182
H 8.83506 1.09407 -3.82784
H 7.80320 3.74866 -2.47480
H 6.99509 3.33478 -4.73459
H 5.70895 3.28863 -3.57244
H 6.42815 1.77113 -4.22862
H 7.71953 2.28433 -0.99532
C -7.62022 1.68156 -0.14326
C -7.56780 0.38809 -0.98245
C -8.99061 0.07934 -1.51828
O -6.63640 0.56382 -2.00797
H -6.66896 1.90368 0.34033
H -8.33300 1.47303 0.65458
H -7.98612 2.52139 -0.73394
H -7.23808 -0.41702 -0.32581
H -9.63661 -0.22738 -0.69567
H -8.95225 -0.78012 -2.18758
H -9.47429 0.93099 -1.99665
H -7.15596 1.09805 -2.61316
C -0.83002 0.10039 0.25379
C 0.16425 -0.98529 0.59457
C 1.49572 -0.86712 -0.16851
O 0.36933 -0.83369 1.94536
H -0.93329 0.22736 -0.82385
H -0.46488 1.06170 0.61525
H -1.80598 -0.16560 0.65982
H -0.28036 -1.94371 0.32651
H 2.09853 -0.01963 0.15778
H 1.31738 -0.97206 -1.23868
H 2.16022 -1.69339 0.08413
H 1.07337 -1.39600 2.27661
C -5.38857 -4.26785 -5.24466
C -4.00699 -3.86417 -4.61036
C -3.20701 -2.84141 -5.38705
O -4.11855 -3.24581 -3.36792
H -5.91796 -3.49015 -5.79514
H -6.10409 -4.51370 -4.45999
H -5.36728 -5.19030 -5.82495
H -3.48960 -4.82204 -4.55668
H -3.76890 -1.94503 -5.64951
H -2.86629 -3.22622 -6.34827
H -2.34343 -2.51793 -4.80594
H -4.51448 -2.37167 -3.39498
C 2.62350 -5.82395 3.84367
O 2.72458 -4.57656 4.53114
H 3.35617 -5.92925 3.04354
H 2.68835 -6.69539 4.49520
H 1.70129 -5.97741 3.28325
H 3.63285 -4.42375 4.80188
C -3.49946 -6.30727 1.94222
O -3.02630 -6.28049 0.63575
H -4.52162 -5.93183 1.99034
H -3.52062 -7.30835 2.37291
H -2.83335 -5.71154 2.56633
H -3.27100 -5.48258 0.16134
C 7.51553 -3.26168 -2.20099
O 6.45356 -2.50604 -2.68141
H 7.34048 -4.27492 -2.56264
H 8.44917 -2.93218 -2.65688
H 7.52593 -3.33200 -1.11330
H 6.43104 -1.61333 -2.32904
C -2.25336 6.02327 3.77157
O -1.00912 6.64878 3.55372
H -2.14773 4.94379 3.66352
H -2.66830 6.18578 4.76631
H -3.00580 6.37466 3.06555
H -0.42702 6.21477 4.18172
C 1.40690 -6.65520 -2.03410
O 0.40621 -7.57963 -2.41383
H 1.15250 -5.59531 -2.03455
H 1.75313 -6.96943 -1.04947
H 2.25091 -6.69070 -2.72292
H -0.32511 -7.52470 -1.79435
C 2.78051 0.82136 6.89331
O 3.77020 1.54499 7.62715
H 1.85063 1.38562 6.82246
H 3.10662 0.63188 5.87064
H 2.57354 -0.16822 7.30074
H 4.58997 1.05180 7.70669
C -4.71172 -1.14325 4.62232
O -3.56930 -0.29561 4.71592
H -5.23955 -0.91966 3.69523
H -4.40677 -2.18972 4.62559
H -5.42074 -0.99377 5.43660
H -3.02049 -0.39688 3.93479
C 3.53518 5.46307 1.47637
O 3.98765 4.97628 2.67018
H 4.06666 4.97884 0.65713
H 2.47825 5.25003 1.31634
H 3.77389 6.52210 1.37849
H 3.48121 5.35709 3.39136
C 6.93874 -1.89438 4.50211
O 6.51819 -2.55852 5.65734
H 7.80718 -1.28157 4.74372
H 7.19631 -2.62671 3.73696
H 6.15925 -1.25854 4.08235
H 6.77547 -2.03964 6.42296